9
Properties=species:S:1:pos:R:3:forces:R:3:mulliken_charge:R:1 method="wB97M-V/def2-TZVPD" max_force_ev_per_a=4.6 e_lumo_ev=0.80 e_tot_ev=-14859.640 de_lowest_kj_mol=106.8
C 0.120 1.269 -2.509 0.2 0.0 -4.6 0.105
N 0.137 1.252 -1.377 0.1 0.5 1.5 -0.358
N 0.815 -1.625 1.073 1.1 -2.3 -1.1 -0.591
N -0.738 0.103 1.657 0.1 1.7 0.8 -0.525
P -0.276 -0.810 0.336 -0.8 0.0 1.1 0.328
H 0.145 1.261 -3.671 -0.1 0.0 2.9 0.253
H 1.072 -2.453 0.471 0.0 1.1 0.8 0.232
H -0.115 -0.055 2.523 -1.4 0.6 -1.9 0.307
H -1.160 1.058 1.498 0.8 -1.6 0.6 0.250


75
Properties=species:S:1:pos:R:3:forces:R:3:mulliken_spin:R:1 method="wB97M-V/def2-TZVPD" max_force_ev_per_a=3.6 e_lumo_ev="-0.39 / -2.22" e_tot_ev=-123367.990 spin_multiplicity=2
N -0.347 -0.113 -0.146 -0.8 0.2 -0.4 0.004
H 0.110 -0.843 -0.674 0.5 -0.3 -0.6 0.000
H 0.270 0.206 0.588 0.5 0.6 1.0 -0.001
H -1.112 -0.589 0.309 -0.7 -0.4 0.3 0.000
H -0.705 0.635 -0.723 0.2 0.2 -0.1 0.000
N 0.252 -2.533 2.832 1.1 0.2 0.8 0.009
H -0.365 -2.987 2.174 -0.7 -0.8 -0.5 0.001
H -0.192 -1.981 3.552 -1.3 0.2 0.7 -0.011
H 0.797 -1.806 2.392 0.4 0.8 -0.8 0.002
H 0.844 -3.174 3.341 0.1 -0.6 -0.3 0.003
N 3.400 -1.041 2.273 0.3 0.3 0.6 0.000
H 3.148 -1.761 2.935 0.8 -0.2 0.3 0.000
H 2.577 -0.457 2.238 -1.6 1.5 -0.1 0.000
H 3.509 -1.446 1.354 -0.1 -1.0 -1.5 0.000
H 4.212 -0.470 2.461 0.2 0.0 0.6 0.000
C 2.999 -3.474 -2.398 -0.5 -0.1 3.6 0.000
F 3.902 -2.531 -2.708 -0.4 -1.1 -0.5 0.000
F 2.026 -3.567 -3.271 0.5 -0.2 -1.0 0.000
F 3.570 -4.693 -2.127 -0.2 1.6 -1.3 0.000
S 2.176 -2.991 -0.724 -0.7 -0.1 1.4 0.000
O 1.794 -4.227 -0.057 0.0 0.8 -1.0 0.000
O 3.277 -2.345 0.021 -0.1 0.2 -0.9 0.000
O 1.048 -2.068 -1.020 2.0 -1.7 -0.5 0.000
C -4.256 -3.691 0.422 0.5 -0.4 0.5 0.000
F -4.562 -4.961 0.735 0.2 0.6 0.5 0.000
F -4.055 -3.656 -0.863 0.5 0.1 -1.5 0.000
F -5.324 -2.913 0.647 0.5 -0.1 0.8 0.000
S -2.602 -3.096 1.267 0.0 1.2 2.7 0.000
O -2.388 -1.768 0.625 -0.7 -1.4 0.5 0.001
O -2.856 -3.008 2.736 -0.3 0.2 -2.4 0.000
O -1.501 -4.029 1.037 -0.8 0.2 -0.8 0.000
O -0.862 -0.941 4.985 0.3 1.6 -1.6 0.907
C -1.013 0.326 4.297 1.8 -0.7 0.8 -0.033
C 0.289 0.919 3.456 0.1 -1.6 -1.6 0.054
O 0.842 0.229 2.294 -0.6 0.0 2.1 0.007
H -1.191 1.070 5.074 -0.2 0.2 0.0 0.001
H -1.930 0.212 3.719 0.0 -0.1 -0.5 0.050
H 1.081 1.124 4.176 0.0 -0.3 0.4 0.003
H -0.014 1.912 3.124 -0.6 0.2 0.1 -0.001
C -4.636 1.397 2.029 0.0 0.1 1.1 0.001
C -3.381 1.381 1.164 -1.7 0.1 -0.5 0.001
O -2.892 2.729 1.322 3.2 1.2 -0.7 0.000
C -1.689 3.141 0.780 -0.1 -2.1 -1.6 0.000
O -0.970 2.559 -0.044 -2.1 1.2 2.3 -0.001
C -1.290 4.585 1.184 -1.6 -0.9 -0.1 0.000
F -1.943 5.405 0.324 0.7 0.0 0.6 0.000
F -1.702 4.843 2.430 0.5 0.4 -0.3 0.000
F 0.021 4.733 1.079 -0.2 0.4 0.1 0.000
H -4.392 1.497 3.086 0.3 -0.5 0.2 0.000
H -5.296 0.539 1.905 0.3 -0.1 -0.2 0.000
H -5.222 2.310 1.917 0.0 0.0 -0.8 0.000
H -3.753 1.235 0.150 0.5 0.1 -0.3 0.000
H -2.670 0.584 1.382 0.1 0.4 0.3 0.002
C 2.713 -0.248 -5.510 -0.4 -0.9 0.1 0.000
C 1.744 -0.146 -4.306 1.5 0.0 -1.1 0.000
O 0.641 0.639 -4.790 -1.4 0.3 0.2 0.000
C -0.300 1.061 -3.927 1.5 -0.7 -0.7 0.000
O -0.168 1.014 -2.741 -0.6 0.2 0.3 0.000
C -1.566 1.605 -4.663 1.4 -1.4 -0.7 0.000
F -2.494 0.663 -4.729 -0.5 -0.7 0.4 0.000
F -2.026 2.637 -4.065 -1.0 1.9 1.6 0.000
F -1.298 1.947 -5.906 0.6 0.3 -1.1 0.000
H 2.386 -0.793 -6.396 -0.9 0.1 0.1 0.000
H 3.540 -0.899 -5.228 0.5 0.6 0.4 0.000
H 2.985 0.743 -5.872 0.4 -0.1 0.4 0.000
H 2.340 0.340 -3.534 -0.6 0.3 0.2 0.000
H 1.424 -1.112 -3.914 -0.3 0.1 -0.2 0.000
Cl 4.046 2.645 1.267 -0.3 0.3 0.3 0.000
C 2.622 3.038 0.235 0.0 -0.7 -0.1 0.002
C 2.955 2.724 -1.223 -0.3 0.5 0.6 0.000
Cl 3.607 1.068 -1.325 -0.1 0.0 -0.4 0.000
H 2.333 4.069 0.438 0.2 -0.1 -0.3 0.000
H 1.798 2.389 0.531 0.1 0.0 0.3 -0.002
H 3.667 3.445 -1.624 0.1 -0.3 -0.1 0.000
H 2.018 2.764 -1.778 0.1 -0.1 -0.2 0.000


41
Properties=species:S:1:pos:R:3:forces:R:3:mulliken_charge:R:1 method="wB97M-V/def2-TZVPD" max_force_ev_per_a=10.3 e_lumo_ev=0.30 e_tot_ev=-24962.831 de_lowest_kj_mol=598.0
C 2.024 -0.585 2.738 -0.4 1.2 1.0 -0.333
O 2.699 0.622 3.183 -1.3 1.5 -0.7 -0.521
C 0.547 -0.195 2.217 1.8 1.0 -2.3 0.674
C -0.054 -1.185 1.119 -1.3 0.7 1.3 -1.499
C -0.379 -0.461 -0.203 1.4 -0.8 0.3 1.496
C -0.628 -1.213 -1.308 -0.2 3.5 0.3 -0.875
N -0.761 -0.539 -2.523 3.7 3.6 1.5 -0.293
N -0.395 0.115 3.267 2.9 1.5 -2.7 -0.477
H 2.756 -0.917 1.985 -1.0 -0.9 -0.1 0.275
H 2.021 -1.199 3.708 -0.3 0.3 -1.8 0.250
H 2.299 1.364 2.640 0.8 -1.2 1.0 0.342
H 0.696 0.826 1.550 0.2 -2.1 1.6 -0.257
H -0.978 -1.659 1.582 0.7 0.8 -0.6 0.363
H 0.536 -2.067 0.912 0.8 0.0 0.1 0.381
H -0.052 0.659 -0.263 -1.2 -2.3 0.1 -0.620
H -0.710 -2.260 -1.393 -0.2 -1.1 0.4 0.436
H -1.446 -0.742 -3.143 -2.5 -0.7 -2.0 0.221
H -0.518 0.535 -2.449 -1.4 -3.1 -0.3 0.211
H 0.016 0.248 4.127 0.4 0.0 2.2 0.199
H -1.165 -0.399 3.119 -3.4 -2.1 0.5 0.163
H 1.104 4.512 -0.706 -0.1 -1.4 -0.1 0.299
H 1.164 2.863 -0.939 0.0 1.1 0.0 0.429
O 0.800 3.621 -0.426 -0.1 0.2 0.1 -0.653
H -4.062 0.122 1.825 -0.1 2.2 -1.0 0.284
H -4.419 -1.282 1.457 -1.6 -2.1 -3.4 0.290
O -4.093 -0.753 2.101 1.7 -0.1 4.5 -0.582
H 3.750 -1.704 -1.684 0.5 1.2 0.1 0.318
H 2.580 -1.685 -0.919 -0.3 1.0 0.5 0.301
O 3.251 -1.020 -1.178 0.0 -2.2 -0.4 -0.647
H 0.855 -1.275 -3.665 -0.8 0.2 -0.1 0.370
H 2.054 -1.074 -2.841 1.3 1.4 1.2 0.293
O 1.637 -1.718 -3.359 0.0 -1.9 -1.2 -0.649
H -2.484 2.107 -0.827 -2.7 0.7 2.3 0.272
H -1.103 2.320 -1.112 4.7 2.9 2.0 0.261
O -1.826 1.922 -1.420 -2.2 -3.0 -4.2 -0.550
H 1.449 0.529 -1.818 -2.5 -9.3 0.0 0.125
H 2.553 1.425 -1.344 0.8 -0.7 0.3 0.299
O 1.720 1.323 -1.776 2.0 10.1 -0.3 -0.589
H -3.416 -0.526 -0.888 7.4 3.3 0.6 0.290
H -4.065 -1.555 -1.483 -1.2 0.5 0.6 0.325
O -4.236 -0.792 -0.878 -6.1 -3.8 -1.3 -0.624


110
Properties=species:S:1:pos:R:3:forces:R:3:mulliken_spin:R:1 method="wB97M-V/def2-TZVPD" max_force_ev_per_a=5.0 total_charge=+1 e_lumo_ev="-2.31 / -6.15" e_tot_ev=-86675.017 de_lowest_kj_mol=92.2 spin_multiplicity=7
Mn -1.891 -0.993 2.086 1.2 0.0 1.7 4.820
C 0.509 -0.885 -1.160 0.0 -2.0 -1.3 0.099
C -0.212 0.285 -0.559 -0.5 0.4 -0.3 0.004
O -0.711 -0.091 0.639 0.8 0.5 -0.2 0.866
H 0.945 -0.546 -2.100 0.4 0.0 0.2 0.006
H -0.194 -1.661 -1.460 -0.4 0.2 -0.1 0.011
H 1.191 -1.484 -0.556 0.5 0.9 0.3 0.000
H -0.997 0.624 -1.235 -0.1 0.1 -0.1 -0.017
H 0.551 1.061 -0.509 0.2 0.4 0.7 0.085
B -0.208 -0.973 3.940 0.4 0.0 0.1 0.016
H -0.583 -0.042 3.545 -1.1 4.1 -2.2 0.003
H -0.596 -0.911 4.945 -1.5 -0.2 3.9 0.004
H -0.718 -1.771 3.423 -1.7 -3.7 -1.9 0.014
H 0.866 -1.077 3.933 3.8 -0.3 -0.4 0.000
C -3.247 1.896 -3.669 -0.4 -1.1 0.3 0.000
O -2.010 2.168 -4.280 -0.1 0.7 0.7 0.000
C -1.894 1.848 -5.684 1.5 0.3 2.0 0.000
C -1.511 0.334 -5.721 -1.9 2.0 -1.8 0.000
O -0.899 0.117 -6.970 0.1 -1.0 0.3 0.000
C -0.989 -1.267 -7.292 -0.2 -0.1 -0.1 0.000
H -4.083 2.563 -3.878 0.2 0.3 -0.6 0.000
H -3.218 1.840 -2.581 0.9 0.7 0.3 0.001
H -3.567 0.865 -3.825 -0.3 -0.2 -0.8 0.000
H -1.078 2.461 -6.068 0.3 -0.1 0.2 0.000
H -2.770 2.272 -6.173 -0.4 -1.1 -0.4 0.000
H -2.535 -0.040 -5.693 0.1 -1.3 0.0 0.000
H -0.928 -0.059 -4.889 0.1 0.5 0.2 0.000
H -0.288 -1.546 -8.079 0.0 0.3 0.0 0.000
H -2.007 -1.506 -7.597 -0.1 0.0 -0.3 0.000
H -0.802 -1.908 -6.431 0.3 0.1 0.3 0.000
C -0.829 4.205 -1.029 -0.9 2.1 0.0 -0.002
O -0.641 4.899 0.261 0.7 -0.7 -3.3 0.000
C 0.359 4.219 0.967 -1.0 0.2 2.2 0.006
C 0.915 5.116 2.108 0.1 -0.3 -2.1 0.000
O -0.114 5.743 2.839 1.3 -0.6 0.3 0.000
C 0.411 6.501 3.933 -1.7 -0.7 0.6 0.000
H -1.373 4.928 -1.636 -0.6 -0.1 0.2 0.000
H -1.399 3.276 -1.006 -0.1 -0.1 0.6 0.001
H 0.012 4.061 -1.707 0.9 -0.2 0.9 0.000
H 1.188 3.808 0.391 0.1 0.3 -0.3 0.000
H -0.250 3.401 1.352 0.7 -0.8 0.8 -0.003
H 1.553 5.841 1.603 -0.1 0.7 -0.2 0.000
H 1.684 4.526 2.607 -0.5 -0.3 1.1 0.000
H -0.470 6.647 4.559 -0.2 0.8 -0.2 0.000
H 0.866 7.449 3.646 0.2 -0.2 -0.1 0.000
H 0.974 5.899 4.646 0.9 -0.1 -0.5 0.000
C 5.378 -2.488 -2.764 2.8 1.4 0.2 0.000
O 4.398 -3.300 -3.197 -1.9 -1.3 -1.1 0.000
C 3.135 -2.882 -2.744 -0.3 -1.4 0.1 0.001
C 2.008 -3.721 -3.359 0.0 -0.9 0.9 0.000
O 1.906 -5.081 -2.856 0.5 0.1 -0.1 0.000
C 1.249 -5.333 -1.613 0.3 0.1 -0.7 0.000
H 5.312 -1.493 -3.203 -0.1 0.3 -0.2 0.000
H 6.334 -2.911 -3.072 0.0 0.0 -0.3 0.000
H 5.522 -2.327 -1.695 -0.7 -0.3 0.5 0.000
H 2.919 -1.842 -2.990 0.2 0.4 0.2 -0.001
H 3.217 -3.086 -1.676 -0.8 0.6 0.5 0.000
H 2.154 -3.782 -4.438 0.2 -0.3 0.0 0.000
H 1.039 -3.241 -3.223 -0.1 0.4 0.2 -0.001
H 1.654 -4.745 -0.790 -0.4 0.6 0.0 0.000
H 1.392 -6.355 -1.262 0.5 -0.2 -0.6 0.000
H 0.172 -5.296 -1.779 -0.3 0.7 0.4 0.000
C -0.101 -3.652 1.437 2.2 -0.7 0.2 0.015
O -1.292 -2.969 1.332 -2.3 -0.7 -0.5 -0.028
C -2.055 -3.401 0.220 -0.9 1.3 -2.2 0.012
C -3.484 -2.830 0.296 2.4 -1.2 1.7 0.025
O -3.404 -1.449 0.730 -0.5 -2.0 -1.8 -0.004
C -4.692 -0.921 0.579 -0.4 1.9 0.4 0.011
H -0.191 -4.728 1.285 -0.4 -0.1 0.0 0.001
H 0.330 -3.501 2.426 -0.1 0.3 -0.1 0.007
H 0.567 -3.270 0.665 0.4 -0.1 0.1 -0.006
H -2.124 -4.449 -0.071 0.1 -0.6 1.4 0.002
H -1.621 -3.061 -0.720 0.5 0.7 0.0 -0.009
H -3.875 -3.408 1.133 -1.0 0.2 -0.1 -0.008
H -3.995 -3.056 -0.640 -0.2 0.6 0.1 0.002
H -4.630 0.085 0.996 -0.3 0.0 -0.1 -0.001
H -5.435 -1.459 1.167 0.0 -0.3 -0.3 0.001
H -4.908 -0.825 -0.485 -0.4 -0.3 0.1 0.002
C 5.199 3.387 2.604 0.6 -0.7 -0.2 0.000
O 4.592 2.460 1.710 1.0 4.3 -2.2 0.000
C 4.204 1.244 2.089 -2.2 -0.8 2.1 0.000
C 3.666 0.473 0.894 2.3 -0.3 -0.6 -0.001
O 4.794 -0.166 0.266 -0.6 -1.3 -0.4 0.000
C 5.859 0.644 -0.196 -0.7 0.9 0.1 0.000
H 6.237 3.083 2.742 0.2 -0.2 0.4 0.000
H 4.712 3.502 3.572 -0.3 -0.3 0.1 0.000
H 5.281 4.376 2.154 -0.5 -0.2 -0.4 0.000
H 3.368 1.422 2.766 -0.5 -0.6 0.6 0.000
H 4.997 0.813 2.700 0.0 -1.1 -0.3 0.000
H 3.187 1.099 0.140 0.0 0.8 0.2 0.001
H 2.909 -0.285 1.095 0.5 -0.3 0.6 -0.001
H 5.462 1.620 -0.473 0.1 0.2 -0.1 0.000
H 6.328 0.230 -1.088 -0.1 -0.4 0.2 0.000
H 6.605 0.814 0.581 0.1 -0.1 0.1 0.000
C -3.424 -3.117 4.031 1.3 -1.6 0.2 0.006
O -3.165 -1.806 3.597 -2.1 0.0 0.1 0.033
C -3.767 -0.889 4.492 2.2 1.7 0.7 0.018
C -3.210 0.523 4.167 -2.0 1.8 -0.3 0.009
O -3.010 0.675 2.759 0.1 -2.4 -1.1 -0.012
C -2.945 1.954 2.191 -0.1 1.5 1.9 0.005
H -4.423 -3.324 4.415 -0.2 0.4 -0.3 0.001
H -2.706 -3.390 4.805 0.0 0.3 0.4 0.003
H -3.152 -3.815 3.239 -0.4 0.1 -0.3 -0.002
H -3.364 -1.136 5.474 -0.3 0.0 0.3 -0.003
H -4.854 -0.834 4.545 0.0 -0.6 -0.6 0.000
H -2.405 0.984 4.741 0.5 -0.9 -0.1 -0.006
H -4.041 1.213 4.307 -0.3 0.0 0.7 0.002
H -2.372 2.503 2.938 0.7 0.7 -0.7 0.002
H -3.911 2.457 2.231 -0.4 -0.2 -0.3 0.001
H -2.544 1.974 1.177 0.2 -0.3 0.3 0.006


69
Properties=species:S:1:pos:R:3:forces:R:3:mulliken_spin:R:1 method="wB97M-V/def2-TZVPD" max_force_ev_per_a=2.3 total_charge=+1 e_lumo_ev="-3.17 / -3.46" e_tot_ev=-68459.452 de_lowest_kj_mol=65.0 spin_multiplicity=2
Ru -0.274 -0.468 -0.487 0.0 -0.9 2.1 0.934
N 0.042 -0.169 1.646 0.1 0.1 -0.4 -0.023
N -0.642 -0.993 2.541 -0.2 -0.1 0.3 0.003
C -1.445 -1.972 2.118 -0.1 0.0 0.0 -0.028
N -2.016 -2.724 3.058 0.0 -0.1 0.0 0.011
S -1.729 -2.256 0.482 -0.1 0.3 -0.4 0.109
H 1.048 -0.327 1.744 0.0 0.1 -0.1 0.004
H -0.164 0.788 1.900 0.0 0.2 0.0 0.001
H -0.447 -0.872 3.522 0.0 0.0 0.0 0.000
H -1.849 -2.595 4.042 0.0 0.0 0.0 -0.002
H -2.611 -3.481 2.768 0.0 0.0 0.0 0.002
C -2.230 1.851 1.408 0.1 -0.2 0.2 0.001
Si -1.337 1.674 -0.239 0.0 -0.2 -0.5 -0.049
C -0.250 3.167 -0.418 0.3 0.0 0.0 0.001
C -2.645 1.705 -1.566 -0.2 0.0 -0.2 0.008
C -2.332 2.105 -2.871 -0.1 0.1 0.0 0.000
C -3.313 2.178 -3.850 0.0 0.0 0.0 0.004
C -4.625 1.830 -3.549 0.0 0.0 0.0 -0.002
C -4.953 1.416 -2.266 0.0 0.0 0.1 0.001
C -3.970 1.358 -1.285 0.0 -0.1 -0.1 -0.010
H -2.996 2.622 1.286 0.0 0.0 0.0 0.000
H -1.562 2.208 2.201 -0.1 0.0 0.0 0.000
H -2.724 0.938 1.751 0.0 0.1 0.0 0.000
H -0.898 4.048 -0.458 0.0 0.0 0.0 -0.001
H 0.353 3.136 -1.327 0.0 0.0 0.0 0.002
H 0.431 3.278 0.430 0.0 0.0 -0.1 0.004
H -1.312 2.373 -3.125 0.0 0.0 0.0 0.000
H -3.053 2.507 -4.849 0.0 0.0 0.0 0.000
H -5.391 1.891 -4.313 0.0 0.0 0.0 0.000
H -5.973 1.145 -2.026 0.0 0.0 0.0 0.000
H -4.248 1.040 -0.285 0.0 0.0 0.0 -0.003
C 5.327 -0.865 -1.626 0.1 -0.1 -0.1 0.001
Si 4.730 -0.201 0.003 -0.2 0.0 -0.2 -0.004
C 5.362 1.518 0.290 0.1 0.2 0.0 0.000
C 5.158 -1.312 1.428 0.1 -0.1 0.2 0.003
C 2.885 -0.159 -0.139 0.1 -0.1 0.4 0.054
C 1.677 -0.240 -0.287 -0.2 0.3 -0.8 -0.112
H 6.418 -0.935 -1.660 -0.1 0.0 0.0 0.000
H 5.005 -0.204 -2.435 0.0 0.0 0.0 -0.001
H 4.916 -1.858 -1.819 0.0 0.0 0.0 0.000
H 6.455 1.517 0.330 0.0 0.0 0.0 0.000
H 4.993 1.932 1.232 0.0 0.0 0.0 0.000
H 5.057 2.189 -0.517 0.0 0.0 0.0 0.000
H 6.239 -1.471 1.485 -0.1 0.0 0.0 0.000
H 4.680 -2.289 1.329 0.0 0.0 0.0 0.000
H 4.838 -0.868 2.374 0.0 0.0 0.0 0.000
Te 1.125 0.100 -3.134 0.0 0.0 -0.2 0.064
C 0.503 0.026 -5.158 0.0 0.1 0.0 0.019
C 1.502 -0.172 -6.105 0.0 0.0 -0.1 -0.006
C 1.183 -0.176 -7.459 0.0 0.0 0.0 0.000
C -0.129 0.012 -7.865 0.0 0.0 0.0 0.001
C -1.127 0.199 -6.918 0.0 0.0 0.0 -0.002
C -0.813 0.209 -5.565 0.0 0.0 -0.1 0.001
C -0.101 -1.563 -2.590 0.0 0.3 -0.3 -0.081
C 0.445 -2.854 -2.483 0.0 0.0 0.2 0.012
C -0.386 -3.954 -2.467 0.0 0.0 0.0 0.003
C -1.773 -3.791 -2.536 -0.1 0.1 0.0 0.003
C -2.326 -2.527 -2.605 0.0 -0.1 0.1 0.010
C -1.493 -1.407 -2.633 0.1 0.0 -0.5 0.074
H 2.528 -0.326 -5.794 0.0 0.0 0.0 -0.001
H 1.963 -0.334 -8.193 0.0 0.0 0.0 0.000
H -0.375 0.020 -8.919 0.0 0.0 0.0 0.000
H -2.154 0.344 -7.231 0.0 0.0 0.0 0.000
H -1.600 0.360 -4.840 0.0 0.0 0.0 0.006
H 1.520 -2.977 -2.444 0.0 0.0 0.0 -0.002
H 0.038 -4.949 -2.418 0.0 0.0 0.0 0.000
H -2.417 -4.661 -2.537 0.0 0.0 0.0 -0.001
H -3.400 -2.396 -2.644 0.0 0.0 0.0 0.001
H -1.925 -0.430 -2.799 0.0 0.0 0.1 -0.009